(1)
Density functional theory data (ωB97M-V with the def2-TZVPD basis set) for C28H44F4IrN2Si as an isolated structure.

Structure (ORCA input):
```
! RIJCOSX wB97M-V def2-TZVPD def2/J DEFGRID3
* xyz 2 2
Ir 1.01336 -0.51473 -0.34034
C 0.91843 -2.89403 1.72369
C 2.17049 -2.04702 1.87812
N 1.98599 -0.58796 1.59173
C 3.31443 0.08406 1.51142
C 3.26271 1.44335 0.83215
C 1.14467 0.06799 2.63001
C -0.29008 0.34227 2.20924
N -0.51106 0.01572 0.80540
C -1.81071 0.04038 0.32336
C -2.21767 -0.78487 -0.73855
F -1.31205 -1.61944 -1.28585
C -3.50418 -0.81617 -1.23119
F -3.78223 -1.63809 -2.23355
C -4.48849 -0.00299 -0.70242
C -4.11927 0.84812 0.31095
F -5.00622 1.70055 0.82495
C -2.82776 0.87776 0.81179
F -2.54518 1.82358 1.75432
H 1.19013 -3.94470 1.82056
H 0.46374 -2.76000 0.74218
H 0.17344 -2.66652 2.48791
H 2.94026 -2.41354 1.19967
H 2.55048 -2.15294 2.89891
H 3.98062 -0.56751 0.95069
H 3.72045 0.18467 2.52171
H 2.78176 2.19902 1.45475
H 2.71165 1.36755 -0.10963
H 4.27302 1.78770 0.61317
H 1.60811 1.01729 2.88964
H 1.15376 -0.54424 3.53236
H -0.49025 1.39041 2.40215
H -0.99211 -0.22064 2.83142
H -5.50471 -0.02698 -1.07015
C 0.26995 0.29364 -4.39048
C 1.35614 -0.01816 -3.40225
C 2.51584 0.76809 -3.33189
C 3.58129 0.40033 -2.53522
C 3.52738 -0.77871 -1.79149
C 2.38173 -1.57382 -1.81684
C 1.27963 -1.17117 -2.61542
H 0.45925 -0.26672 -5.30950
H 0.25522 1.34980 -4.65634
H -0.71182 -0.00944 -4.02745
H 2.59448 1.65199 -3.95384
H 4.48144 1.00106 -2.52671
H 4.39961 -1.10934 -1.24186
H 2.42957 -2.59055 -1.44684
H 0.47706 -1.87495 -2.80436
C 0.00958 2.93819 -0.93085
Si -1.43786 3.74943 -0.07296
C -2.72102 4.37337 -1.34737
C -2.07703 5.53292 -2.10431
C -2.98030 3.18086 -2.29090
C -4.02501 4.77342 -0.65098
C -0.82575 4.93892 1.30307
C -0.06332 4.04777 2.29830
C 0.11090 5.95915 0.65534
C -2.00094 5.61296 2.02001
H 0.83464 3.64200 -1.05649
H -0.28614 2.57315 -1.91504
H 0.35570 2.06804 -0.36360
H -1.08572 5.28623 -2.49474
H -2.00864 6.43871 -1.50201
H -2.71462 5.76019 -2.96412
H -2.12859 2.98539 -2.94399
H -3.82868 3.42493 -2.93623
H -3.23599 2.26076 -1.75625
H -3.88547 5.55837 0.08969
H -4.50658 3.92192 -0.16510
H -4.72223 5.16625 -1.39640
H 0.74359 3.48822 1.81518
H -0.73541 3.35349 2.80171
H 0.39028 4.67861 3.06834
H 0.94945 5.49896 0.13102
H 0.52849 6.57571 1.45712
H -0.40846 6.62859 -0.02956
H -2.75982 4.89722 2.34000
H -2.46681 6.38099 1.40348
H -1.62730 6.11115 2.91906
*
```

Results
HOMO level (spin up / spin down) (eV): -13.66 / -13.79
M (g/mol): 705.0
E_LUMO (spin up / spin down) (eV): -7.27 / -7.27
Energy relative to the best compared isomer or geometry (same formula, charge and spin) (kcal per mole): 65.5

***

(2)
Density functional theory data (ωB97M-V with the def2-TZVPD basis set) for a 2-piece molecular cluster, C5H7N overall.

Structure (ORCA input):
```
! RIJCOSX wB97M-V def2-TZVPD def2/J DEFGRID3
* xyz 0 1
C 2.41651 0.44875 -0.19922
C 0.30433 -0.60188 0.11294
C 1.02913 0.44549 0.40956
C -3.34420 0.87002 -0.00952
C -2.92453 -0.25422 -0.09397
N -0.24975 -1.61060 -0.32848
H 3.08227 -0.20900 0.37114
H 2.37292 0.06834 -1.22453
H 2.85717 1.44669 -0.22085
H 0.69599 1.20120 1.11382
H -3.73186 1.86075 0.05414
H -2.47638 -1.21854 -0.19755
H -0.03162 -2.44700 0.21252
*
```

Results
Structure (SMILES): CC=C=N.C#C
HOMO level (eV): -8.87
M (g/mol): 81.1
E_LUMO (eV): 1.01
Energy relative to the best compared isomer or geometry (same formula, charge and spin) (kcal per mole): 86.8

***

(3)
Density functional theory data (ωB97M-V with the def2-TZVPD basis set) for C8H17MgO3P2 as an isolated structure.

Structure (ORCA input):
```
! RIJCOSX wB97M-V def2-TZVPD def2/J DEFGRID3
* xyz -1 1
C -1.00015 -1.14443 -1.55085
C -0.54399 -1.37434 -2.91579
C -0.89878 -0.39486 -3.84570
C -1.53835 0.65754 -3.17409
C -1.78894 0.33229 -1.84469
Mg 0.33581 0.45665 -2.25784
P 0.12430 -2.18002 -0.52411
H -2.04238 -1.37368 -1.22748
H -0.18805 -2.37139 -3.14998
H -0.93021 -0.50595 -4.91575
H -2.45893 1.05572 -1.23809
H -1.70665 1.65894 -3.68378
H 1.52108 -1.87646 -0.34193
H 0.10355 -3.45764 -1.09841
H -0.46180 -2.35448 0.70740
C 2.75375 -0.11679 1.93847
O 2.40748 0.48710 0.68407
P 1.06292 1.32214 0.40561
O 0.76782 2.26690 1.71897
C 0.59934 1.90407 3.11523
O -0.08099 0.11552 0.66656
C -1.33522 0.48400 1.22229
H 3.45301 -0.91611 1.70721
H 1.87104 -0.52485 2.42569
H 3.24962 0.60012 2.58763
H 0.08545 0.94387 3.29817
H 1.55763 1.90281 3.63623
H 0.02637 2.72759 3.56148
H -1.60159 -0.38655 1.81583
H -1.22117 1.42607 1.80548
H -2.12196 0.63621 0.47217
*
```

Results
HOMO level (eV): -0.01
M (g/mol): 247.5
E_LUMO (eV): 2.90
Energy relative to the best compared isomer or geometry (same formula, charge and spin) (kcal per mole): 80.6